<P>
This record from the Open Molecules 2025 dataset describes a single C24H28N4O3 molecule. The level of theory is wB97M-V/def2-TZVPD.

Atoms and positions in Å:
C (0.59629, -2.14721, -5.93628)
C (0.69348, -3.07195, -4.78105)
C (0.92079, -2.74202, -3.41835)
C (0.92812, -3.95087, -2.78384)
C (1.09656, -4.31955, -1.34787)
N (0.23357, -3.51392, -0.50729)
C (-1.16840, -3.84611, -0.54744)
C (0.79703, -2.52364, 0.23207)
O (2.00688, -2.39844, 0.31092)
C (-0.12961, -1.58743, 0.93211)
C (-1.10473, -0.87950, 0.23667)
C (-1.92082, 0.01920, 0.89585)
C (-1.76388, 0.24289, 2.26216)
O (-2.64866, 1.04240, 2.94280)
C (-2.42215, 2.44014, 3.11209)
C (-1.12968, 2.79744, 3.85383)
C (0.10008, 2.82351, 2.94986)
N (-0.11704, 3.73636, 1.84069)
C (1.09223, 3.97051, 1.06158)
C (1.56181, 2.75277, 0.30189)
C (1.28954, 2.59018, -1.05339)
C (1.68985, 1.42243, -1.68166)
C (2.33927, 0.45317, -0.93594)
C (2.55408, 0.70198, 0.41091)
N (2.18153, 1.81651, 1.01249)
C (-1.21965, 3.27884, 1.01513)
C (-2.51574, 3.26375, 1.82143)
C (-0.77930, -0.45825, 2.95443)
C (0.03771, -1.35313, 2.29177)
O (0.71373, -4.92193, -3.68618)
N (0.57547, -4.36658, -4.91482)
H (1.53018, -1.59997, -6.05478)
H (-0.20282, -1.42555, -5.77425)
H (0.39447, -2.71416, -6.83991)
H (1.06034, -1.77286, -2.98769)
H (2.12538, -4.11921, -1.02775)
H (0.87486, -5.38309, -1.22053)
H (-1.70082, -3.34176, 0.25464)
H (-1.28339, -4.92551, -0.42126)
H (-1.61427, -3.56537, -1.50619)
H (-1.22253, -1.02631, -0.82740)
H (-2.69634, 0.54468, 0.35870)
H (-3.27430, 2.70892, 3.75013)
H (-1.26615, 3.79354, 4.27846)
H (-0.97057, 2.09551, 4.67347)
H (0.95450, 3.19005, 3.52366)
H (0.34611, 1.81033, 2.59922)
H (1.87296, 4.28534, 1.75721)
H (0.88392, 4.78787, 0.36513)
H (0.78080, 3.36820, -1.60370)
H (1.49829, 1.27748, -2.73664)
H (2.67333, -0.47527, -1.37024)
H (3.04211, -0.03275, 1.03539)
H (-1.33312, 3.97889, 0.18153)
H (-1.02167, 2.27961, 0.59390)
H (-2.75273, 4.28947, 2.10873)
H (-3.33197, 2.88429, 1.20420)
H (-0.66380, -0.29707, 4.01519)
H (0.80883, -1.88688, 2.82625)

Summary:
SMILES = Cc1cc(CN(C)C(=O)c2ccc(OC3CCN(Cc4ccccn4)CC3)cc2)on1
Total charge = 0
Orbital gap = 0.32558 Ha

---

<Q>
This record from the Open Molecules 2025 dataset describes a single C24H28N4O3 molecule. The level of theory is wB97M-V/def2-TZVPD.

Atoms and positions in Å:
C (3.04567, 0.42478, 1.96454)
N (1.69408, 0.06529, 2.34754)
C (1.18724, -1.01357, 1.51542)
C (-0.34073, -1.12752, 1.56461)
N (-0.95571, 0.15125, 1.30720)
C (-1.31152, 0.56342, 0.07557)
O (-1.36585, -0.16739, -0.89490)
C (-1.62429, 2.05234, 0.00929)
C (-0.30184, 2.83841, -0.02961)
N (0.55847, 2.34401, -1.07960)
C (0.33043, 2.65057, -2.36915)
O (-0.40544, 3.53283, -2.75488)
C (1.12076, 1.74971, -3.33226)
N (0.56241, 0.40995, -3.32491)
C (-0.47281, 0.11872, -4.16331)
C (-1.04155, -1.10168, -4.20815)
C (-0.54860, -2.13817, -3.36385)
C (-1.06826, -3.43953, -3.37868)
C (-0.55488, -4.40686, -2.54903)
C (0.49876, -4.10859, -1.68447)
C (1.02048, -2.83759, -1.65014)
C (0.50402, -1.83774, -2.48030)
C (1.03777, -0.49012, -2.39743)
O (1.87952, -0.12996, -1.57032)
C (1.57141, -0.20946, 3.77500)
C (0.25240, 0.27744, 4.31575)
C (-0.15575, 1.57939, 4.04109)
C (-1.36485, 2.05562, 4.51671)
C (-2.17983, 1.23593, 5.27984)
C (-1.77611, -0.05607, 5.56851)
C (-0.56805, -0.53242, 5.08789)
H (3.34547, 1.32295, 2.50433)
H (3.06621, 0.63695, 0.89700)
H (3.77663, -0.37100, 2.17212)
H (1.47294, -0.78830, 0.48643)
H (1.62522, -1.98911, 1.79356)
H (-0.67000, -1.81937, 0.78605)
H (-0.68137, -1.48542, 2.53890)
H (-0.81972, 0.83875, 2.03541)
H (-2.21915, 2.36148, 0.86863)
H (-2.17874, 2.25125, -0.90827)
H (-0.51063, 3.89170, -0.23491)
H (0.23380, 2.74684, 0.91725)
H (1.10709, 1.50885, -0.89231)
H (1.06275, 2.16333, -4.34008)
H (2.16289, 1.68655, -3.00739)
H (-0.80830, 0.93622, -4.78368)
H (-1.86479, -1.29849, -4.87461)
H (-1.88096, -3.66978, -4.05228)
H (-0.96491, -5.40646, -2.56533)
H (0.90071, -4.87874, -1.04278)
H (1.83960, -2.58885, -0.99298)
H (1.69861, -1.28165, 3.99651)
H (2.36720, 0.33016, 4.29867)
H (0.49509, 2.21859, 3.46130)
H (-1.66974, 3.06867, 4.29682)
H (-3.12339, 1.60517, 5.65271)
H (-2.40491, -0.69696, 6.16883)
H (-0.25978, -1.54314, 5.31727)

Summary:
SMILES = CN(CCNC(=O)CCNC(=O)Cn1ccc2ccccc2c1=O)Cc1ccccc1
Total charge = 0
Orbital gap = 0.32372 Ha

---

<Q> takes first place; second place is 0.1198 hartree up.

---

<P>
This record from the Open Molecules 2025 dataset describes a 10-piece molecular cluster, CH23O10 overall. The level of theory is wB97M-V/def2-TZVPD.

Atoms and positions in Å:
O (8.28666, -12.41942, 24.98109)
H (8.41436, -12.00185, 25.83604)
H (9.12500, -12.65485, 24.57691)
H (7.80541, -13.23496, 25.13889)
O (9.21418, -15.95584, 26.98325)
H (9.93827, -15.33404, 27.08645)
H (8.74821, -16.14966, 27.79989)
H (8.53747, -15.53260, 26.44983)
C (6.17389, -15.30493, 24.48896)
O (7.28445, -15.10955, 25.39618)
H (5.75550, -14.47068, 23.92585)
H (6.27656, -16.11625, 23.76831)
H (5.32592, -15.71471, 25.03772)
O (9.65030, -16.72800, 24.09652)
H (9.32593, -17.62547, 24.17109)
H (9.05781, -16.21243, 24.64368)
O (5.55012, -15.65773, 27.74691)
H (6.13928, -15.60871, 26.99411)
H (4.73946, -15.24847, 27.44427)
O (6.63657, -17.20764, 20.49474)
H (6.89252, -17.61501, 21.32225)
H (6.92998, -17.82344, 19.82324)
O (3.37807, -14.30742, 26.44056)
H (3.33529, -14.02921, 25.52569)
H (2.46428, -14.43405, 26.69587)
O (2.68778, -13.74810, 23.37756)
H (3.24233, -12.99099, 23.18915)
H (3.01823, -14.43703, 22.80101)
O (4.14326, -16.83955, 21.69204)
H (5.01402, -16.55405, 21.41547)
H (3.54040, -16.32963, 21.15095)
O (7.35832, -18.29396, 23.25206)
H (6.82833, -19.04395, 22.98216)
H (6.75761, -17.74423, 23.75522)

Summary:
Total charge = +1
Orbital gap = 0.28999 Ha

---

<Q>
This record from the Open Molecules 2025 dataset describes a 10-piece molecular cluster, CH23O10 overall. The level of theory is wB97M-V/def2-TZVPD.

Atoms and positions in Å:
O (-13.16718, -1.04434, -22.23183)
H (-12.73006, -1.13563, -23.08166)
H (-14.10392, -1.19732, -22.37578)
H (-13.00989, -0.16826, -21.87216)
O (-15.34134, -2.12280, -27.34838)
H (-14.50519, -1.94469, -26.91166)
H (-15.15208, -2.76899, -28.03264)
H (-15.99179, -2.30131, -26.66526)
C (-18.45736, -0.42508, -22.35849)
O (-17.79204, -1.45269, -23.08357)
H (-18.70971, -0.60986, -21.31432)
H (-17.88844, 0.50369, -22.40123)
H (-19.38669, -0.04366, -22.78155)
O (-15.39586, -5.90214, -22.01244)
H (-15.01685, -5.96326, -22.88929)
H (-16.14571, -5.31620, -22.11542)
O (-17.02937, 3.47624, -19.57787)
H (-17.37087, 3.15018, -20.41050)
H (-16.08345, 3.34237, -19.63751)
O (-19.82861, 1.33594, -27.16647)
H (-20.25233, 1.05720, -27.97826)
H (-20.15554, 0.72739, -26.50389)
O (-15.13775, 4.30084, -24.16928)
H (-14.50761, 3.93906, -23.54616)
H (-15.00125, 3.79440, -24.96999)
O (-22.20560, 2.72765, -19.03503)
H (-21.80661, 3.58868, -19.16017)
H (-21.97887, 2.24064, -19.82727)
O (-20.56818, -5.32348, -24.12898)
H (-19.93937, -4.60257, -24.09549)
H (-20.63161, -5.62884, -23.22402)
O (-19.70976, -2.25964, -16.40883)
H (-19.31617, -1.39115, -16.49272)
H (-20.45364, -2.13019, -15.82050)

Summary:
Total charge = +1
Orbital gap = 0.12585 Ha

---

<P> takes first place; second place is 0.2142 hartree up.

---

<P>
This record from the Open Molecules 2025 dataset describes a 8-piece molecular cluster, C8H32O8 overall. The level of theory is wB97M-V/def2-TZVPD.

Atoms and positions in Å:
C (5.84654, -0.09096, -3.37749)
C (4.92848, -0.87229, -2.41537)
O (5.52013, -0.75043, -1.16133)
H (5.86655, 0.99017, -3.24021)
H (5.49660, -0.17617, -4.40627)
H (6.85901, -0.48998, -3.31596)
H (4.83172, -1.88597, -2.80420)
H (3.97306, -0.34928, -2.37372)
H (6.39248, -1.13715, -1.26652)
C (6.62749, 3.21367, -1.66233)
C (7.50747, 2.08391, -1.13973)
O (8.76065, 2.54796, -0.82746)
H (6.38095, 3.98647, -0.93425)
H (5.66467, 2.89417, -2.06106)
H (7.11669, 3.65423, -2.53106)
H (7.64786, 1.34018, -1.92411)
H (7.09450, 1.61050, -0.24898)
H (8.64967, 2.90205, 0.05792)
C (2.51206, -1.51715, -5.87182)
C (2.69283, -0.03177, -5.98176)
O (1.46506, 0.48374, -6.45447)
H (2.24870, -2.00840, -6.80853)
H (1.76450, -1.75820, -5.11608)
H (3.41104, -2.03436, -5.53651)
H (3.44523, 0.17972, -6.74154)
H (3.03576, 0.48703, -5.08658)
H (1.67213, 1.42034, -6.49330)
C (3.94754, -4.24878, -0.26957)
C (4.87076, -5.06274, -1.19151)
O (4.17558, -5.55020, -2.25709)
H (3.37140, -4.85161, 0.43240)
H (3.22412, -3.65506, -0.82837)
H (4.53345, -3.47977, 0.23385)
H (5.42155, -5.83923, -0.66066)
H (5.56615, -4.45285, -1.76820)
H (4.80259, -5.86508, -2.91230)
O (7.95667, -1.76959, -1.40025)
H (8.73551, -1.36565, -1.01754)
H (8.20788, -1.96793, -2.30235)
O (6.69480, -0.86910, -7.02317)
H (6.45636, 0.03184, -7.24155)
H (7.65012, -0.85702, -6.96449)
O (4.49533, -0.31935, 1.45223)
H (3.72579, 0.20340, 1.22692)
H (4.92993, -0.48003, 0.61465)
O (8.79765, -2.34240, -3.96159)
H (9.15534, -1.65027, -4.51769)
H (9.52620, -2.95057, -3.83683)

Summary:
Total charge = +1
Orbital gap (spin up / spin down) = 0.35996 / 0.11190 Ha
Multiplicity = 2

---

<Q>
This record from the Open Molecules 2025 dataset describes a 8-piece molecular cluster, C8H32O8 overall. The level of theory is wB97M-V/def2-TZVPD.

Atoms and positions in Å:
C (2.64623, 3.40837, 2.30713)
O (1.81212, 2.63230, 1.44996)
H (3.35046, 2.82895, 2.90416)
H (3.30865, 4.05693, 1.73383)
H (2.08581, 4.01028, 3.02247)
H (2.24837, 2.67017, 0.59565)
C (2.80354, -2.33878, -0.05962)
O (1.59722, -2.21816, 0.61124)
H (3.61927, -2.68027, 0.57762)
H (2.67077, -3.06203, -0.86422)
H (3.03780, -1.36476, -0.48917)
H (1.10113, -1.69999, -0.02672)
C (-0.64972, -1.14336, 3.34083)
O (-1.90935, -1.38272, 3.86549)
H (-0.13297, -2.09165, 3.19309)
H (-0.78838, -0.70706, 2.35163)
H (-0.00579, -0.52193, 3.96314)
H (-2.33547, -2.02935, 3.29814)
C (-3.98870, -0.37563, -1.77216)
O (-4.80866, -1.47075, -1.38774)
H (-3.13673, -0.30077, -1.09640)
H (-3.64992, -0.41635, -2.80738)
H (-4.55308, 0.53489, -1.57085)
H (-5.33308, -1.35562, -0.59192)
C (3.12097, -0.21005, 2.67281)
O (4.40203, -0.43685, 3.22055)
H (2.60160, 0.47940, 3.33841)
H (3.10418, 0.29450, 1.70676)
H (2.48990, -1.09778, 2.71505)
H (4.23326, -0.85295, 4.06907)
C (-1.08074, -2.25216, -4.53737)
O (-1.32604, -2.06335, -3.14474)
H (-0.74023, -1.29191, -4.92477)
H (-0.37452, -3.04393, -4.78728)
H (-2.01672, -2.38330, -5.08038)
H (-1.91116, -2.78083, -2.89086)
C (0.16842, 0.31572, -0.89311)
O (0.34977, -0.98089, -1.44255)
H (-0.02094, 1.06264, -1.66405)
H (-0.75049, 0.33616, -0.30721)
H (1.07720, 0.51104, -0.32383)
H (-0.30745, -1.12584, -2.12714)
C (-2.01802, 3.61426, -1.70505)
O (-2.48019, 2.62327, -0.78828)
H (-2.71833, 3.76129, -2.52727)
H (-1.83472, 4.50505, -1.10421)
H (-1.01489, 3.33346, -2.02595)
H (-1.94236, 2.70014, 0.00319)

Summary:
Total charge = +1
Orbital gap (spin up / spin down) = 0.35703 / 0.10516 Ha
Multiplicity = 2

---

<P> takes first place; second place is 0.0898 hartree up.